--- i ---
Formula: CClFN2O3
Source: the OMol25 dataset
Level of theory: ωB97M-V with the def2-TZVPD basis set

Values from the calculation:
Frontier orbital gap, eV: 8.863
SMILES: O=[N+]([O-])Cl.[O-][N+]#CF
Lowest unoccupied orbital energy, eV: -1.2072

Each line ends with the Mulliken charge.
CARTESIAN COORDINATES (ANGSTROEM)
O (2.76, -0.47, 1.03)  -0.413
N (2.27, 0.19, 0.20)  0.944
O (2.34, 1.31, -0.10)  -0.415
Cl (1.05, -0.79, -0.89)  -0.126
O (-2.51, 0.48, 1.55)  -0.612
N (-2.29, 0.13, 0.47)  0.608
C (-1.77, -0.34, -0.48)  0.170
F (-1.85, -0.51, -1.77)  -0.156

--- ii ---
Formula: CClFN2O3
Source: the OMol25 dataset
Level of theory: ωB97M-V with the def2-TZVPD basis set

Values from the calculation:
Frontier orbital gap, eV: 8.814
SMILES: O=NO/[N+]([O-])=C(/F)Cl
Lowest unoccupied orbital energy, eV: -0.8137

Each line ends with the Mulliken charge.
CARTESIAN COORDINATES (ANGSTROEM)
O (-2.44, -0.92, 0.08)  -0.274
N (-1.41, -0.50, 0.42)  0.240
O (-0.86, 0.50, -0.47)  -0.274
N (0.54, 0.76, -0.22)  0.725
O (0.94, 1.88, -0.10)  -0.614
C (1.10, -0.44, -0.05)  0.456
F (2.41, -0.43, 0.26)  -0.184
Cl (0.34, -1.97, -0.19)  -0.076

Quick look at relative energies in eV: i 0.590; ii 0.000.

--- i ---
Formula: C12H17BMgN6O2
Source: the OMol25 dataset
Level of theory: ωB97M-V with the def2-TZVPD basis set

Values from the calculation:
Frontier orbital gap, eV: 9.394
Lowest unoccupied orbital energy, eV: 0.4306

Each line ends with the Mulliken charge.
CARTESIAN COORDINATES (ANGSTROEM)
H (-1.11, -3.15, -0.36)  0.440
N (-0.59, -1.18, -1.01)  -0.344
B (-0.51, 0.97, -2.39)  0.312
N (-0.82, -0.53, -2.21)  0.108
C (-1.31, -1.38, -3.11)  -0.119
Mg (0.22, -0.28, 0.76)  1.104
H (-1.52, -1.05, -4.12)  0.429
C (-1.51, -2.61, -2.48)  -1.059
H (-1.94, -3.49, -2.91)  0.399
C (-1.06, -2.43, -1.17)  -0.019
H (-0.89, 1.43, -3.45)  -0.113
C (2.32, 0.12, 3.55)  -0.852
H (2.56, -0.27, 4.54)  0.305
H (1.60, 0.94, 3.70)  0.264
H (3.23, 0.58, 3.16)  0.316
N (1.02, 0.98, -2.21)  0.234
N (-1.00, 1.76, -1.15)  0.129
N (1.61, 0.49, -1.06)  -0.269
N (-0.87, 1.38, 0.17)  -0.413
C (1.93, 1.42, -3.09)  -0.209
C (-1.64, 2.94, -1.23)  -0.068
H (1.61, 1.84, -4.03)  0.421
H (-1.75, 3.40, -2.20)  0.431
C (3.19, 1.26, -2.49)  -0.947
C (-2.03, 3.31, 0.05)  -1.025
C (2.93, 0.69, -1.23)  -0.231
C (-1.56, 2.30, 0.90)  -0.096
H (4.13, 1.52, -2.91)  0.393
H (-2.59, 4.19, 0.30)  0.388
H (3.69, 0.45, -0.48)  0.391
H (-1.76, 2.22, 1.96)  0.470
H (2.00, -0.71, 2.88)  0.040
C (-1.41, -2.74, 3.83)  -1.206
C (-0.62, -2.13, 2.68)  0.956
O (0.27, -2.77, 2.08)  -0.680
O (-0.95, -0.90, 2.39)  -0.795
H (-1.04, -3.71, 4.14)  0.338
H (-2.46, -2.84, 3.54)  0.283
H (-1.37, -2.05, 4.67)  0.296

--- ii ---
Formula: C12H17BMgN6O2
Source: the OMol25 dataset
Level of theory: ωB97M-V with the def2-TZVPD basis set

Values from the calculation:
Frontier orbital gap, eV: 7.311
Lowest unoccupied orbital energy, eV: -0.0204

Each line ends with the Mulliken charge.
CARTESIAN COORDINATES (ANGSTROEM)
H (1.14, 2.82, 0.32)  0.423
N (0.55, 1.52, -1.21)  0.055
B (0.18, 0.36, -3.46)  0.043
N (0.58, 1.62, -2.58)  -0.146
C (0.93, 2.87, -2.94)  -0.132
Mg (-0.06, -0.22, -0.12)  1.019
H (0.99, 3.17, -3.98)  0.434
C (1.16, 3.59, -1.78)  -1.202
H (1.43, 4.61, -1.71)  0.425
C (0.97, 2.68, -0.72)  0.065
H (0.36, 0.65, -4.68)  -0.116
C (-0.58, -1.59, 1.46)  -1.093
H (-0.53, -1.51, 2.56)  0.400
H (0.15, -2.46, 1.28)  0.341
H (-1.56, -2.09, 1.19)  0.349
N (-1.28, -0.02, -3.07)  -0.001
N (1.06, -0.87, -3.01)  0.020
N (-1.52, -0.22, -1.70)  -0.072
N (0.98, -1.22, -1.62)  -0.144
C (-2.40, -0.24, -3.74)  -0.102
C (2.01, -1.61, -3.61)  -0.060
H (-2.40, -0.14, -4.82)  0.471
H (2.20, -1.52, -4.67)  0.455
C (-3.40, -0.54, -2.85)  -1.117
C (2.64, -2.36, -2.64)  -1.104
C (-2.81, -0.49, -1.59)  -0.115
C (2.01, -2.01, -1.42)  -0.102
H (-4.41, -0.76, -3.09)  0.401
H (3.47, -3.01, -2.82)  0.395
H (-3.16, -0.60, -0.59)  0.456
H (2.25, -2.23, -0.41)  0.394
H (-0.45, -0.27, 1.60)  -0.045
C (0.50, 1.65, 3.28)  -0.514
O (1.49, 1.30, 2.31)  -0.342
C (1.47, 0.71, 1.11)  0.100
O (2.53, 0.61, 0.42)  -0.584
H (1.13, 1.85, 4.19)  0.239
H (-0.22, 0.83, 3.41)  0.244
H (-0.11, 2.47, 2.87)  0.267

Quick look at relative energies in eV: i 0.000; ii 5.863.